[1]
The following is a quantum chemistry calculation of an isolated molecule of C3H5N3, from the Open Molecules 2025 dataset.

Structure (XYZ):
```
11
Properties=species:S:1:pos:R:3:lowdin_charge:R:1
C -1.49212 -0.10661 -0.04324 -0.03
C -0.01237 0.04580 0.04375 -0.31
C 0.82043 1.12581 0.19853 -0.12
N 2.11267 0.70808 0.11072 -0.02
N 2.13154 -0.57069 -0.08241 -0.03
N 0.85666 -0.97713 -0.12545 0.02
H -1.85019 0.21448 -1.02472 0.08
H -1.79664 -1.14645 0.10375 0.08
H -1.99711 0.49988 0.71018 0.08
H 0.56958 2.16367 0.36606 0.10
H 0.65755 -1.95684 -0.25717 0.15
```

The value obtained for the maximum force is 0.2 eV/A. The frontier orbital gap is 10.301 eV. The calculation puts the energy above the lowest of the compared OMol25 structures with the same formula, charge and spin at 0.9747 eV. As for the SMILES: Cc1cnn[nH]1. The total energy is -281.554229 Ha.

=====

[2]
The following is a quantum chemistry calculation of a structure of composition C2H2Br2ClNO, from the Open Molecules 2025 dataset.

Structure (XYZ):
```
9
Properties=species:S:1:pos:R:3:lowdin_charge:R:1
C -1.34899 -0.22186 -1.45405 -0.31
C -0.10052 0.05868 -1.33819 -0.59
N 0.46424 -0.46164 1.57494 -0.92
O -2.50557 -0.38797 -1.57100 0.17
Cl 0.38709 1.71767 -1.82607 0.53
Br 2.37363 -0.69512 1.28768 0.56
Br -0.15171 1.26141 1.54347 0.65
H 0.61111 -0.46643 -0.66302 -0.01
H 0.27073 -0.80474 2.44625 -0.09
```

The value obtained for the maximum force is 3.4 eV/A. The frontier orbital gap is 8.155 eV. The calculation puts the energy above the lowest of the compared OMol25 structures with the same formula, charge and spin at 2.7504 eV. The total energy is -5815.497683 Ha.

=====

[3]
The following is a quantum chemistry calculation of a structure of composition C16H19BrN11Pd, from the Open Molecules 2025 dataset.

Structure (XYZ):
```
48
Properties=species:S:1:pos:R:3:lowdin_charge:R:1
Pd 0.09641 -0.11819 0.41236 1.03
Br -0.89335 1.54213 2.22910 0.95
C -1.59906 2.76042 0.96889 -0.57
C -2.23430 3.86548 1.42776 -0.10
C -2.76264 4.77146 0.48419 -0.04
C -2.62481 4.51674 -0.84431 0.00
C -1.95973 3.35722 -1.31944 -0.14
C -1.83448 3.11541 -2.70473 0.00
C -1.20577 2.00254 -3.15469 -0.02
C -0.65911 1.06605 -2.24399 -0.07
C -0.76340 1.28224 -0.91145 -0.08
C -1.41656 2.42928 -0.38271 -0.20
H -2.33603 4.05203 2.48787 0.11
H -3.27367 5.65942 0.82848 0.12
H -3.02747 5.20450 -1.57678 0.13
H -2.25001 3.83344 -3.40036 0.13
H -1.10755 1.80984 -4.21427 0.12
H -0.17690 0.21017 -2.66639 0.08
N 1.83686 -0.17323 1.90338 -0.06
C 2.81835 -1.28498 1.74601 -0.22
C 2.16913 -2.59398 1.33310 -0.19
C 1.20083 -3.20915 2.36005 -0.17
C -0.26374 -3.09756 1.95971 -0.22
N -0.74285 -1.69116 1.92558 -0.05
H 2.30988 0.72248 1.80730 0.08
H 1.43770 -0.20114 2.83533 0.06
H 3.34293 -1.41178 2.69549 0.13
H 3.55166 -0.98036 1.00346 0.11
H 2.97031 -3.29565 1.10064 0.13
H 1.62901 -2.43415 0.39936 0.07
H 1.34487 -2.76784 3.35399 0.12
H 1.41912 -4.27080 2.47200 0.12
H -0.88561 -3.65261 2.66386 0.13
H -0.42065 -3.53241 0.97359 0.11
H -0.73971 -1.32062 2.87170 0.07
H -1.71205 -1.68311 1.60770 0.07
N 1.08581 -1.81461 -2.38125 0.18
C 1.86865 -0.79165 -1.91055 -0.46
N 2.98763 -0.36135 -2.43116 0.09
N 3.38724 0.66035 -1.61842 -0.01
N 2.55601 0.85024 -0.66763 -0.02
N 1.58940 -0.09508 -0.80695 -0.13
C -0.18605 -2.00258 -1.90886 -0.47
N -1.12281 -2.73627 -2.45025 0.09
N -2.20293 -2.59892 -1.62657 -0.01
N -1.94527 -1.81470 -0.65331 -0.03
N -0.63747 -1.46014 -0.77323 -0.13
H 1.38220 -2.31739 -3.20362 0.17
```

The value obtained for the maximum force is 0.8 eV/A. The total charge is +1. The frontier orbital gap is 6.512 eV. The calculation puts the energy above the lowest of the compared OMol25 structures with the same formula, charge and spin at 1.4510 eV. The total energy is -3924.941445 Ha.

=====

[4]
The following is a quantum chemistry calculation of a structure of composition C15H21AsF6NO5S3Sr, from the Open Molecules 2025 dataset.

Structure (XYZ):
```
53
Properties=species:S:1:pos:R:3:lowdin_charge:R:1
Sr 0.13950 2.30308 1.40000 1.35
F 4.92394 1.67579 0.24760 0.19
C 4.58887 2.61639 1.10136 -0.68
F 4.78672 3.81083 0.58800 0.18
F 5.27791 2.48563 2.21758 0.18
S 2.76866 2.41059 1.54606 0.57
O 2.23470 1.24555 0.85662 -0.41
O 2.61415 2.34665 2.96930 -0.26
N 1.96515 3.73256 1.02615 -0.44
S 1.65717 3.65409 -0.57471 0.62
O 0.31188 3.11515 -0.78025 -0.43
O 2.73095 3.11463 -1.33808 -0.22
C 1.50269 5.45068 -0.97718 -0.69
F 1.24076 5.54111 -2.26846 0.18
F 2.63411 6.06173 -0.69277 0.18
F 0.50959 5.97654 -0.27425 0.17
C -1.37163 -0.39326 3.35683 -0.22
As -2.60051 0.86290 2.51693 0.68
C -4.11868 0.54465 3.68099 -0.27
C -3.55240 0.72189 0.82991 -0.23
S -2.14361 2.90831 2.94685 0.09
H -1.94550 -1.27419 3.63386 0.05
H -1.07347 0.15382 4.25064 0.05
H -0.50337 -0.66636 2.76530 0.02
H -4.51861 -0.45768 3.52640 0.05
H -4.87751 1.29211 3.46023 0.04
H -3.79997 0.66737 4.71418 0.05
H -4.15310 -0.18480 0.82741 0.05
H -2.91702 0.77640 -0.04805 0.03
H -4.18719 1.60405 0.89196 0.05
C 1.32019 -4.59114 -4.07203 -0.03
C 0.73394 -3.70125 -3.01734 -0.23
C -0.11854 -4.21161 -2.04116 0.01
C -0.67848 -3.40017 -1.07487 -0.19
C -1.56722 -4.03435 -0.03228 -0.04
C -0.35367 -2.02051 -1.06563 -0.10
C -0.94586 -1.21855 -0.01990 -0.18
O -0.57253 -0.11398 0.36977 -0.13
C 0.51164 -1.48267 -2.04917 -0.16
C 0.89830 -0.03166 -2.15487 -0.02
C 1.02814 -2.34311 -3.00341 0.00
H 1.01694 -5.62707 -3.93656 0.08
H 2.40980 -4.54458 -4.05128 0.09
H 1.00137 -4.26644 -5.06358 0.09
H -0.34582 -5.27067 -2.03910 0.12
H -1.65411 -5.10160 -0.22203 0.08
H -2.57882 -3.62341 -0.04081 0.09
H -1.16213 -3.91196 0.97350 0.09
H -1.81108 -1.67741 0.48685 0.12
H 0.24819 0.63479 -1.60399 0.05
H 0.90314 0.26723 -3.20286 0.10
H 1.91132 0.11141 -1.77137 0.10
H 1.68113 -1.93750 -3.76827 0.13
```

The value obtained for the maximum force is 4.4 eV/A. The total charge is +1. The frontier orbital gap is 8.679 eV. The total energy is -5075.201105 Ha.